The following is a quantum chemistry calculation of the molecule C11H14FN at a distorted geometry, from the OMol25 dataset.

CARTESIAN COORDINATES (ANGSTROEM)
1 N 4.12032 1.19570 -0.46754
2 C 3.40090 0.10968 0.17128
3 C 2.20182 -0.27089 -0.61058
4 C 0.97857 -0.33161 0.27196
5 C 0.53896 -1.40468 1.11195
6 C -0.33678 -1.00788 -0.00093
7 F -0.40121 -1.84672 -1.16859
8 C -1.61392 -0.27456 0.03400
9 C -2.79018 -1.04698 -0.07849
10 C -3.99094 -0.46195 -0.13181
11 C -4.11088 0.96169 -0.17477
12 C -2.87931 1.68371 -0.09898
13 C -1.64269 1.12189 0.00130
14 H 4.79580 1.63831 0.15242
15 H 4.68631 0.86106 -1.19391
16 H 3.95095 -0.70496 0.55764
17 H 3.20295 0.63609 1.12707
18 H 1.97389 0.44003 -1.38826
19 H 2.25797 -1.30313 -1.07445
20 H 0.68627 0.69865 0.58095
21 H 1.08992 -2.30920 0.99105
22 H 0.31172 -1.19913 2.13509
23 H -2.81284 -2.12180 -0.17940
24 H -4.94157 -0.99426 -0.19107
25 H -5.04714 1.44213 -0.32848
26 H -2.92697 2.73145 -0.18943
27 H -0.70191 1.75736 0.14198

Calculated values
**2S+1**: 1
**Structure (SMILES)**: NCC[C@@H]1C[C@@]1(F)c1ccccc1
**Calculated total energy**: -15839.5638 eV
**HOMO-LUMO gap**: 9.76 eV
**E_HOMO**: -8.830 eV
**Maximum force**: 4.28 eV Å⁻¹
**Energy relative to the best compared isomer or geometry (same formula, charge and spin)**: 2.325 eV

Löwdin population analysis, charges in e, atoms 1 to 2:
1 N 0.00
2 C -0.31

---

The following is a quantum chemistry calculation of a structure of composition C11H14FeN2O2 at a distorted geometry, from the OMol25 dataset.

CARTESIAN COORDINATES (ANGSTROEM)
1 C -0.65850 0.51887 -2.43219
2 C 0.75725 0.74612 -2.35781
3 C 0.98535 1.60379 -1.18520
4 C -0.23724 2.10612 -0.75277
5 C -1.32156 1.48372 -1.48709
6 Fe 0.35617 -0.72774 -0.95156
7 N -2.67312 1.50693 -1.22209
8 C 0.45285 -2.43927 -1.59513
9 C 1.77876 -1.78624 -1.36397
10 H 1.99820 1.79674 -0.76385
11 H 1.51349 0.23655 -2.96572
12 H -0.39521 2.93009 -0.05645
13 H -2.20384 2.19967 -1.97139
14 H -1.22067 -0.05033 -3.18085
15 H 2.42177 -1.42570 -2.21125
16 H 0.15385 -3.27121 -0.94564
17 H -3.02831 0.64070 -1.61028
18 H 2.45219 -2.07473 -0.51675
19 H 0.02970 -2.53430 -2.59397
20 O -1.73118 1.46261 1.40826
21 C -0.92391 0.62469 1.82909
22 C -0.68916 0.37609 3.34304
23 C 0.35814 -0.68922 3.40119
24 C 0.80502 -0.84629 1.95654
25 O 1.81947 -1.47824 1.66470
26 N -0.07101 -0.23657 1.06756
27 H -0.32309 1.28982 3.82125
28 H -1.61007 0.07851 3.87461
29 H 1.21994 -0.40626 4.00018
30 H -0.01530 -1.63490 3.79755

Calculated values
**2S+1**: 6
**Total charge**: -1
**Calculated total energy**: -53091.5105 eV
**HOMO-LUMO gap (alpha / beta)**: 4.68 / 7.14 eV
**E_HOMO (alpha / beta)**: -1.082 / -3.648 eV
**Maximum force**: 7.70 eV Å⁻¹
**Energy relative to the best compared isomer or geometry (same formula, charge and spin)**: 2.106 eV

Löwdin population analysis, charges in e, atoms 1 to 2:
1 C -0.17
2 C -0.26

---

The following is a quantum chemistry calculation of a structure of composition C11H14IrN3O5S at a distorted geometry, from the OMol25 dataset.

CARTESIAN COORDINATES (ANGSTROEM)
1 Ir 4.35429 6.60788 12.07515
2 O 3.85152 5.10448 16.82885
3 C 3.23781 4.35601 15.83137
4 C 3.10308 5.08834 14.42520
5 N 4.40608 5.12552 13.69891
6 C 4.54400 3.92208 12.91735
7 C 4.07212 4.05036 11.35614
8 O 4.17687 3.12914 10.51607
9 O 3.33286 5.12503 11.24176
10 C 5.61762 5.48174 14.52166
11 C 5.43965 6.97602 14.71435
12 O 5.41674 7.41731 15.85459
13 O 5.23965 7.61956 13.51068
14 H 4.13916 5.99010 16.60517
15 H 2.20646 4.06188 16.06302
16 H 3.75664 3.47486 15.63414
17 H 2.80761 6.11467 14.60688
18 H 2.34548 4.46442 13.86291
19 H 3.99882 3.12545 13.35531
20 H 5.62556 3.70246 12.88563
21 H 6.49554 5.26933 13.85647
22 H 5.69420 4.90844 15.40325
23 C 4.32442 3.95786 7.59994
24 C 4.22637 5.44856 7.76420
25 C 3.82167 6.26769 6.69443
26 C 3.79048 7.70103 6.93629
27 N 4.13896 8.21640 8.05898
28 C 4.66620 7.35910 8.95785
29 S 4.67446 8.15435 10.55726
30 N 4.73830 6.00692 8.88794
31 H 3.91932 3.62390 6.62956
32 H 3.66072 3.54082 8.39007
33 H 5.35267 3.68473 7.75497
34 H 3.81440 5.82583 5.69705
35 H 3.53161 8.45242 6.12962

Calculated values
**2S+1**: 5
**Calculated total energy**: -40009.8879 eV
**HOMO-LUMO gap (alpha / beta)**: 5.74 / 5.84 eV
**E_HOMO (alpha / beta)**: -5.815 / -9.375 eV
**Maximum force**: 4.27 eV Å⁻¹

Löwdin population analysis, charges in e, atoms 1 to 2:
1 Ir 1.20
2 O -0.04

---

The following is a quantum chemistry calculation of a cluster of 2 separate species, C11H14N in total at a distorted geometry, from the OMol25 dataset.

CARTESIAN COORDINATES (ANGSTROEM)
1 C 1.59268 2.09986 -1.06824
2 C -3.66877 0.19611 0.59681
3 C -3.29329 -0.86158 -0.23688
4 C -2.75614 1.13554 1.03781
5 C -1.96447 -1.05857 -0.61477
6 C -1.42680 0.95246 0.64790
7 C -1.07293 -0.01142 -0.28847
8 C 2.60902 -0.81143 2.02308
9 C 1.00130 -1.16962 -1.47551
10 C 3.30521 -0.49256 0.90361
11 C 0.33723 -0.00148 -0.85858
12 N 1.04078 1.03190 -0.80273
13 H 1.23694 2.71661 -1.91952
14 H -4.74381 0.30399 0.89944
15 H -4.08162 -1.45165 -0.63872
16 H -3.29777 1.88315 1.76109
17 H -1.83869 -1.78618 -1.40298
18 H -0.81972 1.83575 0.99164
19 H 2.52793 2.36781 -0.57871
20 H 2.34660 -1.80972 2.31128
21 H 2.53684 0.03735 2.64422
22 H 2.11030 -0.98929 -1.42402
23 H 0.68789 -1.52557 -2.41443
24 H 0.72160 -1.98025 -0.90916
25 H 3.58276 -1.14657 0.17072
26 H 3.32695 0.53538 0.64516

Calculated values
**2S+1**: 1
**Total charge**: +1
**Calculated total energy**: -13114.1676 eV
**HOMO-LUMO gap**: 8.66 eV
**E_HOMO**: -13.216 eV
**Maximum force**: 3.59 eV Å⁻¹
**Energy relative to the best compared isomer or geometry (same formula, charge and spin)**: 3.550 eV

Löwdin population analysis, charges in e, atoms 1 to 2:
1 C 0.15
2 C -0.07

---

The following is a quantum chemistry calculation of the ion C11H14N with charge +1 at a distorted geometry, from the OMol25 dataset.

CARTESIAN COORDINATES (ANGSTROEM)
1 C 0.09025 -2.69683 0.73339
2 C 0.90821 -1.84081 0.07873
3 C 0.44415 -0.47269 -0.05250
4 C -0.92818 -0.12119 0.00034
5 C -1.79220 -0.92906 -0.82550
6 C -3.11955 -0.54668 -0.88123
7 C -3.62296 0.47634 -0.02591
8 C -2.82640 1.13930 0.81978
9 C -1.49240 0.89607 0.75338
10 N 1.38018 0.55438 -0.16610
11 C 2.78530 0.20786 -0.07271
12 C 1.32707 1.97267 -0.32531
13 H 0.31194 -3.69422 1.12868
14 H -1.03334 -2.59093 0.90637
15 H 1.90017 -2.00065 -0.14078
16 H -1.51042 -1.63853 -1.54633
17 H -3.85939 -1.08029 -1.49322
18 H -4.63168 0.65990 -0.08624
19 H -3.33280 1.83411 1.38068
20 H -0.99666 1.57919 1.46484
21 H 3.00386 0.18713 0.97108
22 H 3.23608 1.04495 -0.62455
23 H 3.15594 -0.68526 -0.44099
24 H 1.61740 2.60136 0.48122
25 H 0.28192 2.32694 -0.68237
26 H 1.88515 2.30221 -1.23686

Calculated values
**2S+1**: 1
**Total charge**: +1
**Structure (SMILES)**: C=CC(c1ccccc1)=[N+](C)C
**Calculated total energy**: -13115.1725 eV
**HOMO-LUMO gap (alpha / beta)**: 8.45 / 8.45 eV
**E_HOMO (alpha / beta)**: -13.215 / -13.215 eV
**Maximum force**: 5.56 eV Å⁻¹
**Energy relative to the best compared isomer or geometry (same formula, charge and spin)**: 2.545 eV

Löwdin population analysis, charges in e, atoms 1 to 2:
1 C 0.14
2 C -0.04

---

The following is a quantum chemistry calculation of a cluster of 2 separate species, C11H14N2 in total at a distorted geometry, from the OMol25 dataset.

CARTESIAN COORDINATES (ANGSTROEM)
1 C -2.52195 -2.33870 -0.08094
2 C -1.23281 -2.74398 -0.74009
3 C -0.03422 -2.19822 -0.15481
4 N 1.00756 -2.81328 -0.71485
5 C 0.40360 -3.85689 -1.60797
6 N -0.90434 -3.77658 -1.71339
7 H -2.51505 -2.93174 0.96663
8 H -3.43531 -2.65149 -0.68476
9 H -2.56828 -1.28149 0.11482
10 H 0.06520 -1.48884 0.62159
11 H 1.89598 -2.77730 -0.24641
12 H 1.01958 -4.43255 -2.22773
13 C -0.59998 2.93246 -1.34462
14 C 0.28932 2.52467 -0.21883
15 C 1.00395 1.29947 -0.25319
16 C 1.67441 0.79623 0.90491
17 C 1.47415 1.30856 2.12404
18 C 0.81302 2.62057 2.16679
19 C 0.34986 3.28870 1.06209
20 H -1.64157 2.97668 -0.97185
21 H -0.54366 2.70339 -2.33506
22 H -0.40069 4.04374 -1.51378
23 H 1.20595 0.61013 -1.18342
24 H 2.51366 0.01377 0.81826
25 H 1.90253 0.91621 3.04398
26 H 0.57711 2.93092 3.12250
27 H 0.20195 4.32557 1.04611

Calculated values
**2S+1**: 1
**Structure (SMILES)**: Cc1c[nH]cn1.Cc1ccccc1
**Calculated total energy**: -14611.4427 eV
**HOMO-LUMO gap**: 8.67 eV
**E_HOMO**: -7.883 eV
**Maximum force**: 5.44 eV Å⁻¹
**Energy relative to the best compared isomer or geometry (same formula, charge and spin)**: 2.978 eV

Löwdin population analysis, charges in e, atoms 1 to 2:
1 C -0.09
2 C -0.31

---

The following is a quantum chemistry calculation of a structure of composition C11H14N2 at a distorted geometry, from the OMol25 dataset.

CARTESIAN COORDINATES (ANGSTROEM)
1 C 2.82401 0.98665 -0.52548
2 C 2.99653 -0.41896 -0.81963
3 C 1.47850 -1.07411 -0.44275
4 C 1.27222 -1.25001 1.13538
5 C 1.70634 0.23719 1.53189
6 C 1.50077 1.04446 0.23303
7 C -0.88790 0.00633 -0.36857
8 C -1.67427 -1.07188 -0.39098
9 C -3.02694 -0.94741 -0.30330
10 C -2.93208 1.13518 0.28809
11 C -1.69796 1.26696 -0.21101
12 H 2.33104 1.52178 -1.43916
13 H 3.67752 1.42944 0.04782
14 H 3.66658 -0.81440 0.15742
15 H 3.79308 -0.48972 -1.79224
16 H 1.15276 -2.07243 -0.85978
17 H 0.26343 -1.69383 1.48176
18 H 2.05521 -1.96855 1.53368
19 H 1.16947 0.75880 2.74236
20 H 3.01826 0.56281 1.39243
21 H 0.99303 2.03068 0.32114
22 H -1.23155 -2.08048 -0.71892
23 H -3.30262 -2.02104 -0.22240
24 H -3.49573 2.15268 0.42863
25 H -1.54347 2.32226 -0.68597
26 N 0.60988 0.21198 -0.69604
27 N -3.73877 -0.08690 0.24649

Calculated values
**2S+1**: 1
**Calculated total energy**: -14606.1920 eV
**HOMO-LUMO gap**: 9.68 eV
**E_HOMO**: -8.911 eV
**Maximum force**: 6.60 eV Å⁻¹
**Energy relative to the best compared isomer or geometry (same formula, charge and spin)**: 8.228 eV

Löwdin population analysis, charges in e, atoms 1 to 2:
1 C -0.29
2 C -0.15

---

Q: Which of these has the highest 2S+1?
A: C11H14FeN2O2